# C24H76N10O14

A 14-piece molecular cluster, C24H76N10O14 overall at a distorted geometry (ωB97M-V/def2-TZVPD, OMol25).

Summary:
Energy relative to the best compared isomer or geometry (same formula, charge and spin), eV: 11.507
Multiplicity: 1
Highest occupied orbital energy, hartree: -0.28550
Calculated total energy, eV: -69678.4839
Net charge: 0
HOMO-LUMO gap, eV: 7.336

Geometry (Å):
H1 -2.46279 -2.61007 -2.43140
C1 -0.12279 -1.13107 4.03460
N1 5.35321 1.97893 -0.48740
H2 -1.05879 -2.20907 -1.38440
H3 1.39221 2.53193 3.07760
H4 -2.97979 -1.13907 -4.24240
O1 3.80821 0.61193 0.79960
H5 -0.84379 -0.13707 -0.64640
H6 5.97621 1.13793 -0.34140
H7 1.72421 1.71493 -2.29840
N2 2.42521 -0.88707 -2.24540
H8 -3.26479 0.50893 -4.50540
H9 -1.40379 -6.31607 -2.76840
H10 -0.90579 -1.99607 6.41360
C2 1.30021 3.18893 -3.71940
H11 0.45021 -3.76707 -3.32940
C3 2.56321 -2.23807 1.19760
H12 -4.32079 3.49193 -0.35640
H13 -1.08879 0.60793 -2.93540
H14 -1.18979 1.64293 -5.10940
H15 2.82021 -4.91207 0.82660
H16 2.90821 3.00493 1.15160
H17 -4.21979 -0.50607 0.46460
H18 -2.17779 -3.36007 -0.96540
O2 -1.98279 3.54693 0.47160
H19 0.05921 4.06093 -1.63740
O3 0.34021 -2.93607 1.15260
O4 -3.75079 -0.44707 -1.77640
H20 0.48921 2.95493 -0.42940
H21 2.35121 -2.01807 2.27860
H22 0.11221 -2.15407 0.78260
H23 -1.04279 3.00393 2.54460
H24 2.01121 -4.66007 2.31160
N3 -1.99979 5.47593 -0.69440
N4 -2.60079 0.96293 -0.29040
C4 -0.36079 -2.54607 4.42960
H25 -2.38479 0.19393 0.36660
H26 -2.24979 1.91793 0.00660
H27 1.46321 -0.66207 -1.92440
O5 -1.06179 -3.15207 3.58360
H28 5.51321 2.84393 -1.01440
N5 -3.44279 -2.26807 2.88960
O6 -0.05479 1.82493 3.93960
H29 -0.23679 -4.46407 -1.58340
H30 -0.33279 1.27593 4.62760
H31 -2.02279 2.53593 3.98460
H32 -5.06579 -0.78007 1.97760
C5 1.50721 -3.19807 0.80960
H33 -0.69079 -3.10607 2.70360
O7 3.29321 -0.45307 4.76760
C6 3.10121 0.57393 3.83360
C7 -1.95679 -5.41507 -2.49440
H34 -1.04379 -0.51107 3.76960
H35 3.53221 -0.08707 5.59360
H36 2.22421 3.26393 -4.24140
N6 3.67621 2.98693 0.45560
N7 4.08821 -2.08007 -2.91140
H37 0.54521 0.03993 -3.65440
H38 3.61721 -2.56607 1.30360
H39 -4.38179 -2.27107 3.36660
H40 0.67621 -2.90207 4.34960
H41 -0.76979 -3.71607 6.27760
O8 -1.93979 -1.45307 1.24660
H42 0.41021 3.91093 1.37260
H43 2.51321 -1.35007 0.54760
H44 0.27421 -1.07207 2.99460
H45 1.15021 -5.39907 1.08560
N8 -4.14879 -0.81007 1.46660
O9 1.99521 -3.19207 -2.60340
H46 -3.16179 -0.40907 -5.91340
H47 4.57021 -1.17607 -3.17740
C8 -0.51579 -0.05507 -3.59940
C9 -1.07879 -2.82607 5.78660
C10 0.32621 3.01193 -1.48540
O10 1.82121 2.81293 2.25660
H48 -0.81679 -1.02107 -3.19540
C11 -3.12379 -1.51907 1.92160
C12 0.57821 0.47393 0.38060
O11 2.54421 3.42093 -1.91140
C13 4.28221 1.89293 0.26960
H49 -4.37979 5.08393 -1.14340
H50 4.56221 -2.98407 -3.13940
H51 -1.81279 1.37693 2.68960
H52 -2.39379 -5.73707 -1.56940
N9 -3.54779 1.90493 -2.06540
H53 0.55421 -0.41007 1.04660
H54 1.87721 4.87393 1.64060
C14 -1.69579 -3.00607 -1.85040
H55 2.92421 2.96393 -1.18740
H56 0.70521 2.49293 -4.24840
O12 -0.89279 0.87693 -5.64340
H57 0.83721 4.16793 -3.71040
C15 2.83421 -2.12007 -2.54840
H58 -2.57879 -2.73707 3.31360
C16 -3.23979 0.77793 -1.43140
H59 1.50921 -3.34707 -0.24540
C17 -1.19279 -0.11807 -4.97940
O13 -0.39579 -4.18207 -3.46240
C18 -1.25679 2.21893 3.24860
H60 3.97521 1.14493 3.67060
H61 -2.76679 -5.21507 -3.09740
C19 1.56021 2.79793 -2.26540
H62 -4.27779 1.63893 -2.75840
H63 -1.01979 5.65993 -0.47340
C20 1.85121 -4.58307 1.25860
H64 2.39821 1.21293 4.25960
H65 -2.53979 6.29593 -1.01240
N10 -3.82179 4.31793 -0.74540
H66 2.58221 0.23093 2.93760
C21 1.22521 4.09993 2.03160
H67 -0.07379 1.30193 0.66060
H68 -0.77779 -1.02107 -5.55640
H69 0.71421 4.45893 2.92260
H70 -0.45679 2.29493 -1.79540
C22 -2.56679 4.42393 -0.36440
H71 1.61321 0.86593 0.16260
H72 4.00921 3.80793 -0.05640
H73 0.56021 -0.55707 4.65160
H74 -3.46979 2.86193 -1.83540
H75 3.12521 -0.10507 -2.39940
C23 -0.96479 -4.26107 -2.33540
C24 -2.73079 -0.31907 -4.91740
H76 -2.16179 -2.86507 5.61860
O14 0.06721 -0.10707 -0.84340

Cartesian forces (eV/Å) of the 3 atoms listed first:
-1.0 0.7 -1.5
-1.2 2.8 -1.7
2.3 -2.1 -0.7